Entry 1:
Molecular formula: C56H102Cl2F12N18O2P2
Method: DFT, ωB97M-V/def2-TZVPD

Geometry as XYZ:
```
194
Properties=species:S:1:pos:R:3:forces:R:3:mulliken_charge:R:1
Cl 14.443 12.278 16.954 -0.04 -0.17 0.06 -0.718
Cl 13.399 17.101 19.532 -0.08 -0.07 0.37 -0.710
P 17.436 13.504 26.324 0.44 0.73 -1.16 1.247
P 19.937 14.647 18.977 -0.23 1.85 -0.49 1.234
F 16.668 12.711 27.445 0.05 -0.05 1.15 -0.363
F 16.381 13.006 25.225 -1.95 -0.58 -0.28 -0.368
F 21.101 14.897 20.136 -0.73 -0.61 -0.91 -0.398
F 18.670 14.072 27.233 -1.13 -0.54 -0.18 -0.406
F 18.283 12.154 25.989 0.72 0.01 0.22 -0.350
F 18.774 14.430 20.063 -0.02 -0.50 0.42 -0.288
F 16.523 14.837 26.655 0.79 -0.60 -0.27 -0.402
F 20.218 13.065 19.007 0.27 -0.14 -0.27 -0.364
F 20.994 14.870 17.753 0.67 0.06 1.08 -0.357
F 18.867 14.461 17.737 -0.59 -0.29 0.79 -0.208
F 18.088 14.225 25.005 0.91 1.02 0.27 -0.380
F 19.578 16.224 19.079 0.42 -0.07 -0.67 -0.373
O 18.920 8.955 20.363 -0.12 -1.30 -0.91 -0.511
O 17.344 8.575 18.807 0.50 0.03 0.32 -0.198
N 21.429 9.085 31.691 0.38 -0.55 -1.03 0.096
N 11.408 9.829 27.091 -0.75 -0.26 0.43 0.137
N 15.908 14.327 21.847 0.53 -1.58 -1.46 0.445
N 21.086 11.212 21.384 0.27 0.27 -0.14 0.352
N 15.762 16.263 16.164 0.04 0.40 -0.03 0.850
N 9.800 11.060 26.216 1.97 -0.98 -0.36 0.220
N 20.765 11.645 14.843 1.01 1.62 1.17 0.305
N 15.850 17.843 17.620 -0.44 1.57 -0.35 0.310
N 12.082 15.715 14.943 -0.91 0.70 -1.47 0.240
N 16.773 12.653 20.715 -0.92 0.48 3.03 1.152
N 15.656 20.691 27.829 -0.62 1.20 1.42 0.154
N 21.702 13.191 13.604 -0.02 1.17 -0.11 0.093
N 14.076 21.471 29.168 -0.22 -0.79 -1.95 0.088
N 13.592 9.177 19.263 -0.61 -0.06 0.31 0.334
N 20.882 12.369 23.197 0.77 0.86 -0.92 0.235
N 14.252 7.984 17.589 -1.81 1.24 2.29 0.508
N 21.638 10.437 33.374 0.56 -0.85 -0.23 0.175
N 11.244 16.723 16.679 1.73 -0.47 0.34 0.170
C 12.084 15.707 17.100 -0.31 -0.64 -1.10 -1.212
C 15.908 15.467 22.698 -1.02 0.96 -0.40 -0.257
C 21.496 7.785 30.917 -0.59 1.39 -1.09 -0.810
C 12.120 9.325 28.268 1.43 -1.16 -1.02 -0.802
C 12.514 13.942 13.276 -0.51 -0.30 0.10 -1.028
C 23.116 11.779 34.845 -0.81 2.01 0.54 -1.039
C 17.501 11.431 20.398 -0.30 0.36 -2.14 -0.590
C 20.347 11.151 23.439 -1.47 -1.96 -0.86 -0.672
C 12.710 22.067 29.435 0.51 -1.05 -0.36 -0.535
C 15.413 18.404 16.434 0.08 0.36 -0.35 -1.033
C 19.228 10.263 16.344 0.77 0.75 0.75 -0.736
C 12.257 15.438 13.515 1.90 -0.36 -0.94 -0.253
C 21.168 12.001 13.635 -1.04 -1.46 -1.63 -0.054
C 21.677 13.673 14.896 0.85 1.49 -1.10 -0.613
C 16.035 16.558 17.442 -0.02 -0.63 -0.30 -0.205
C 11.949 10.382 25.972 0.03 0.60 -2.12 -0.561
C 21.616 11.215 32.243 -0.37 0.57 -0.39 -0.333
C 16.052 14.979 15.565 0.10 -1.18 -0.13 0.691
C 16.074 18.627 18.855 -0.88 -1.22 -0.20 -0.785
C 11.310 16.719 15.367 -0.41 0.49 -1.36 -0.189
C 10.957 11.154 25.413 0.03 -0.46 0.98 -0.384
C 18.319 8.201 19.531 -1.05 0.07 -0.13 0.222
C 8.568 11.847 26.125 -0.89 0.28 -1.85 -0.452
C 21.366 12.397 21.965 -0.21 -1.06 -1.27 -0.334
C 18.693 6.701 19.282 0.23 0.92 0.26 -1.434
C 12.677 8.097 19.194 1.95 1.08 -0.73 -0.597
C 15.315 14.335 20.586 1.30 -1.32 0.94 -1.366
C 15.115 21.063 29.963 0.92 0.19 -0.37 -0.254
C 11.562 21.002 29.308 0.26 0.68 0.12 -0.847
C 20.428 10.383 22.259 0.31 2.09 1.59 -0.636
C 20.312 10.293 15.260 0.03 -0.15 -0.92 -0.483
C 13.527 10.329 20.155 -1.28 0.77 -0.53 -0.670
C 16.652 16.610 22.075 0.33 2.03 0.67 -0.363
C 10.125 10.174 27.155 -0.02 1.02 0.16 -0.089
C 21.434 10.400 31.194 0.29 -1.64 -1.77 -0.498
C 21.821 10.957 34.733 -0.30 1.46 0.44 -0.405
C 14.480 9.128 18.266 -0.27 -1.45 -0.04 -0.304
C 17.459 14.905 14.938 -0.79 0.46 -2.26 -1.117
C 16.422 20.389 26.666 1.41 -1.56 -1.05 -0.887
C 15.876 6.479 16.439 -1.15 0.38 1.53 -1.072
C 20.860 13.562 24.032 -1.00 -0.05 1.04 0.103
C 8.876 13.363 26.124 0.53 -1.03 -0.91 -1.071
C 21.133 12.737 15.650 -1.02 -1.43 2.81 -0.276
C 21.520 10.812 20.041 -1.05 -1.94 0.79 -0.963
C 14.427 21.192 27.899 -1.17 0.76 -0.70 -0.059
C 21.568 9.145 32.991 0.08 0.99 1.47 0.081
C 12.543 15.024 16.006 -1.08 2.04 1.78 -0.669
C 16.127 20.654 29.118 -0.62 -0.47 1.24 -0.456
C 10.658 17.740 17.528 0.00 -0.02 0.79 -0.814
C 14.944 7.677 16.404 1.58 -0.53 -1.48 -0.425
C 13.112 7.375 18.139 0.51 -1.18 -0.50 -0.430
C 22.088 13.978 12.404 0.22 -1.13 0.56 -0.834
C 15.336 17.399 15.495 0.87 0.98 -0.11 -0.232
C 15.832 13.271 19.938 0.49 -0.39 -2.18 -0.176
C 16.747 13.279 21.926 -0.19 0.45 -0.98 -0.503
C 21.943 14.547 23.751 0.79 -0.65 0.86 -1.622
H 21.653 8.327 33.697 -0.13 0.03 -0.29 0.348
H 21.701 15.025 22.831 0.45 0.60 -0.79 0.409
H 17.247 13.059 22.862 0.26 -0.24 -0.36 0.667
H 19.077 6.661 18.279 0.18 0.02 -0.69 0.308
H 12.757 13.804 12.207 -0.56 -0.11 0.45 0.388
H 14.644 15.065 20.251 -0.93 1.07 -0.24 0.775
H 21.008 12.789 16.752 -0.14 -0.32 -1.12 0.198
H 13.752 21.411 27.049 0.81 -0.26 0.61 0.335
H 20.717 10.192 19.557 0.74 0.61 0.64 0.029
H 15.375 5.584 16.752 -0.34 -0.61 0.07 0.409
H 21.959 15.269 24.563 -0.20 0.24 -0.08 0.435
H 13.192 15.934 13.089 -1.09 -0.13 0.93 0.134
H 17.330 20.994 26.522 -0.43 0.03 0.60 0.350
H 12.402 15.580 18.086 -0.13 -0.12 1.40 0.965
H 11.411 18.332 18.052 0.27 0.08 -0.61 0.308
H 9.468 9.829 27.904 -0.54 -0.10 0.79 0.415
H 21.732 12.290 32.180 -0.12 -0.26 0.51 0.360
H 17.735 16.620 22.359 -0.85 -0.19 -0.76 0.296
H 15.148 18.629 19.461 0.44 0.15 -0.51 0.189
H 16.853 10.795 19.767 0.51 0.20 0.33 -0.214
H 15.240 14.753 14.848 0.60 0.20 0.10 -0.197
H 18.806 9.293 16.444 -0.14 -1.05 -0.10 0.469
H 14.278 7.652 15.572 -0.74 -0.15 -0.52 0.564
H 9.958 18.320 16.952 -0.17 0.28 -0.11 0.352
H 14.865 15.738 22.803 -0.24 0.13 0.37 0.361
H 16.350 15.236 23.615 0.35 -0.64 1.59 0.031
H 19.983 9.880 14.278 -0.15 -0.09 0.93 0.310
H 11.288 20.495 30.278 0.32 0.55 -1.23 0.291
H 16.444 19.592 18.589 0.21 0.58 -0.17 0.423
H 15.114 21.109 31.043 -0.08 0.12 -0.18 0.424
H 12.528 22.779 28.597 0.49 -0.07 1.08 0.312
H 23.068 12.606 34.089 0.40 -0.86 0.41 0.324
H 10.169 17.253 18.356 -0.50 -0.30 0.01 0.345
H 12.783 6.389 17.793 0.08 0.72 0.02 0.412
H 17.495 15.751 14.198 0.17 -0.79 0.35 0.343
H 16.221 17.578 22.463 0.45 -0.92 -0.12 0.398
H 21.835 13.216 21.433 -0.12 -0.09 0.32 0.550
H 15.698 12.955 18.880 -0.20 0.15 0.92 0.053
H 18.388 10.908 16.159 -0.26 0.51 -0.45 0.319
H 15.610 8.500 16.229 0.10 0.72 -0.14 0.167
H 21.225 9.735 15.525 -0.45 0.16 0.18 0.273
H 12.908 22.512 30.410 -0.95 0.40 -0.15 0.367
H 23.993 11.155 34.721 0.17 0.08 -0.04 0.316
H 18.386 11.711 19.815 -0.22 -0.11 0.01 0.071
H 22.313 7.874 30.128 -1.33 -0.15 0.98 0.334
H 12.637 8.360 27.980 -0.59 1.09 0.62 0.288
H 17.672 13.959 14.367 -0.70 0.78 0.57 0.334
H 12.867 10.089 28.528 -0.22 -0.38 0.07 0.355
H 12.664 10.328 20.863 0.39 -0.44 -0.94 0.243
H 15.858 20.499 25.756 -0.52 0.03 -0.09 0.327
H 17.086 20.245 29.388 0.03 0.08 -0.17 0.412
H 16.429 16.672 21.015 0.49 -0.17 -0.18 -0.359
H 16.617 6.718 17.177 0.70 -0.09 0.20 0.087
H 22.434 10.255 20.135 0.31 -0.59 0.08 0.417
H 17.842 10.857 21.214 0.01 -0.30 1.22 0.373
H 13.107 14.156 16.061 1.18 -1.56 -0.42 0.708
H 10.707 21.585 28.872 0.49 -0.88 0.70 0.316
H 17.845 6.016 19.291 -0.14 0.33 0.26 0.331
H 11.019 11.749 24.541 -0.18 0.41 -0.59 0.516
H 9.155 13.647 27.099 0.36 0.36 1.32 0.336
H 15.263 17.490 14.372 -0.16 -0.39 1.69 0.409
H 7.977 11.489 25.241 0.89 0.58 0.27 0.333
H 16.814 18.052 19.358 0.77 -0.04 0.73 0.272
H 21.407 10.545 30.090 -0.07 0.14 1.32 0.447
H 20.955 11.442 12.742 0.17 -0.27 -0.06 0.402
H 11.648 13.305 13.630 1.05 0.61 -0.63 0.319
H 20.467 7.582 30.516 1.19 0.28 -0.03 0.317
H 19.766 10.971 24.340 0.37 0.00 -0.17 0.513
H 21.742 11.653 19.491 0.24 1.83 -1.16 0.421
H 20.920 11.593 34.913 0.77 -0.48 0.13 0.293
H 20.001 9.461 21.881 0.11 -0.11 0.35 0.793
H 8.026 13.971 25.852 -0.21 -0.10 -0.31 0.365
H 19.909 14.085 23.927 -0.09 -0.41 -0.18 -0.053
H 21.841 10.163 35.462 -0.24 -0.50 -0.07 0.335
H 22.155 13.266 11.572 -0.13 0.57 0.09 0.313
H 21.421 14.812 12.252 -0.49 -0.10 -0.19 0.327
H 21.719 6.986 31.592 0.33 -0.27 0.49 0.321
H 19.559 10.515 17.380 0.21 -0.05 -0.88 -0.021
H 15.320 19.502 16.365 -0.18 -1.02 -0.08 0.478
H 11.426 15.872 12.956 -0.08 -0.35 0.20 0.457
H 16.350 15.842 18.201 -0.04 0.23 -0.35 0.342
H 11.424 9.189 29.078 -0.14 -0.17 0.18 0.338
H 23.056 14.392 12.616 0.57 0.06 -0.09 0.366
H 13.436 13.622 13.798 -0.55 0.13 0.03 0.210
H 16.738 19.322 26.747 -0.17 0.77 -0.20 0.352
H 15.896 14.257 16.356 0.15 -0.38 0.08 -0.459
H 18.303 15.042 15.567 0.31 0.16 1.16 0.219
H 23.177 12.384 35.826 -0.18 -1.41 -1.29 0.337
H 7.888 11.574 26.903 0.05 -0.17 1.03 0.343
H 16.273 6.330 15.480 0.73 -0.20 -1.26 0.392
H 13.410 11.165 19.431 0.37 0.09 1.02 0.312
H 9.753 13.590 25.487 -0.70 -0.06 0.05 0.316
H 10.830 17.417 14.681 0.05 -0.26 0.42 0.410
H 22.058 14.664 15.099 -0.11 -0.27 0.30 0.555
H 11.861 7.996 19.883 0.01 -0.08 0.02 0.478
H 12.911 10.094 25.459 -1.07 0.55 1.30 0.397
H 22.928 14.062 23.792 -0.12 0.23 -0.48 0.351
H 20.858 13.196 25.046 0.14 -0.04 0.47 0.556
H 19.489 6.321 19.897 0.22 -0.06 0.59 0.344
H 14.393 10.371 20.783 0.74 0.22 0.01 0.196
H 11.896 20.276 28.529 -0.46 0.30 0.71 0.312
H 15.282 9.828 17.985 -0.69 -0.28 0.53 0.277
```
Forces are in eV/Å.

electronic energy: -166858.6819 eV
strongest force on any atom: 3.3 eV Å⁻¹
net charge: +4
2S+1: 1
HOMO energy: -13.47 eV

Entry 2:
Molecular formula: C2H2BrO3
Method: DFT, ωB97M-V/def2-TZVPD

Geometry as XYZ:
```
8
Properties=species:S:1:pos:R:3:forces:R:3:nbo_charge:R:1
Br 1.870 -0.998 -0.034 1.23 -0.92 0.31 0.131
O -0.997 -1.892 0.456 0.61 2.72 -0.34 -1.053
O 0.961 1.656 -0.667 0.02 -0.64 -0.47 -0.652
O -0.597 1.795 0.877 -1.44 -0.78 1.50 -0.647
C 0.097 1.155 0.133 1.11 3.13 -0.85 0.644
C 0.289 -0.178 -0.369 -0.86 -1.98 1.41 -0.070
H -1.414 -1.080 0.833 0.02 -1.10 -0.06 0.422
H -0.211 -0.458 -1.229 -0.70 -0.43 -1.52 0.225
```
Forces are in eV/Å.

electronic energy: -78289.7383 eV
strongest force on any atom: 3.4 eV Å⁻¹
net charge: -1
energy relative to the best compared isomer or geometry (same formula, charge and spin): 389.29 kJ/mol
2S+1: 1
HOMO energy: -4.61 eV

Entry 3:
Molecular formula: C28H45N10O2
Method: DFT, ωB97M-V/def2-TZVPD

Geometry as XYZ:
```
85
Properties=species:S:1:pos:R:3:forces:R:3:mulliken_charge:R:1
O -3.719 0.412 -3.518 -0.19 0.34 -0.08 -0.744
O -4.153 -0.660 -1.615 0.25 -0.74 0.53 -0.691
N 2.119 2.128 2.851 0.05 0.04 0.12 -0.450
N -5.539 5.212 -3.779 0.05 -0.09 -0.66 -0.480
N 3.626 0.524 7.451 0.03 -0.23 0.05 -0.532
N 4.440 -3.150 4.447 -0.07 0.17 -0.04 -0.557
N -1.763 -5.176 -1.449 -0.06 0.05 0.06 -0.509
N 7.910 -6.864 2.740 -0.13 0.09 -0.03 -0.397
N -2.776 4.047 1.159 0.08 0.13 0.38 -0.384
N -1.196 3.864 -6.135 -0.09 -0.22 -0.08 -0.554
N 5.544 -1.967 0.999 0.15 -0.21 -0.24 -0.341
N 1.140 -1.398 1.411 0.05 -0.26 0.16 -0.344
C -4.564 2.699 -1.418 -0.05 0.24 -1.05 -0.892
C 0.810 -2.491 1.276 0.09 0.22 0.06 0.368
C -2.006 2.383 -1.450 -0.36 -0.36 -0.88 -0.481
C -0.975 2.185 -2.554 -0.36 0.19 0.67 -0.357
C 1.929 2.368 5.435 -0.03 0.00 0.34 -0.652
C -5.315 4.646 -4.758 -0.09 0.04 0.65 0.481
C 6.957 -6.231 2.631 0.16 -0.12 0.00 0.277
C 5.753 -5.429 2.494 -0.25 0.17 -0.07 -0.251
C 4.216 -2.116 3.994 0.15 -0.18 -0.08 0.423
C 5.747 -2.485 -0.006 -0.05 0.15 0.17 0.337
C -1.092 3.402 3.036 0.23 -0.06 0.31 -0.723
C 3.346 -0.575 7.269 0.07 0.11 0.08 0.514
C -2.700 -4.518 -1.558 0.15 -0.08 -0.03 0.429
C 2.031 2.240 3.991 0.06 -0.01 -0.10 0.469
C 6.003 -3.132 -1.281 0.05 -0.16 -0.34 -0.870
C -2.037 3.762 1.991 -0.15 0.08 -0.12 0.331
C -4.282 0.303 -2.391 0.24 -0.13 -0.56 0.239
C -1.515 2.758 -6.104 0.13 0.43 0.01 0.474
C 0.324 1.574 -2.082 -0.05 -0.22 -0.58 -0.965
C -5.032 3.836 -5.934 0.11 -0.23 -0.36 -0.653
C -3.236 3.050 -2.087 0.25 0.61 1.09 -0.579
C 2.992 -1.965 7.038 -0.14 -0.36 0.09 -0.861
C 0.187 0.146 -1.518 0.05 0.69 -0.17 -0.921
C 3.933 -0.808 3.439 -0.26 0.59 0.02 -0.685
C -1.936 1.374 -6.058 -0.25 -0.48 0.13 -0.322
C 0.391 -3.871 1.106 -0.17 -0.37 -0.17 -0.643
C -5.228 1.397 -1.910 0.13 0.20 0.44 -0.529
C -3.872 -3.673 -1.696 -0.40 0.11 0.09 -0.668
H 0.543 0.145 -0.498 0.01 -0.38 0.23 0.123
H -5.128 2.776 -5.695 0.01 0.03 0.20 0.194
H 5.652 -5.048 1.479 0.10 -0.04 -0.03 -0.022
H -4.425 2.736 -0.347 0.07 -0.32 0.31 0.294
H -0.258 -4.187 1.921 -0.01 0.12 0.05 0.283
H 4.864 -6.015 2.720 0.07 -0.09 0.05 0.274
H 5.303 -2.784 -2.039 -0.06 0.07 0.08 0.270
H -1.351 2.443 3.483 -0.09 -0.04 -0.12 0.283
H -5.719 4.057 -6.750 -0.08 0.13 0.10 0.361
H 4.094 -0.793 2.367 0.00 -0.17 -0.05 0.291
H 2.898 -0.518 3.618 -0.05 -0.14 0.00 0.161
H -1.085 4.149 3.830 -0.12 0.08 -0.07 0.343
H -1.076 0.711 -5.981 0.07 0.07 0.03 0.339
H -2.287 1.435 -1.002 -0.04 -0.31 0.01 0.324
H -3.077 4.120 -1.953 -0.12 0.28 -0.10 0.465
H -0.825 3.168 -2.995 0.34 0.19 -0.20 0.573
H 0.778 2.251 -1.362 0.16 0.01 0.20 0.358
H -0.160 -4.004 0.174 -0.01 0.09 -0.01 0.127
H 2.654 1.726 5.939 -0.08 0.14 -0.17 0.101
H -3.954 -3.266 -2.701 0.16 0.08 0.01 0.208
H -5.758 0.967 -1.071 -0.34 -0.11 0.12 0.306
H -2.579 1.188 -5.188 -0.03 0.00 0.07 -0.077
H -3.237 2.888 -3.157 -0.22 -0.31 -0.24 0.098
H -5.252 3.508 -1.646 -0.20 0.21 0.07 0.477
H -4.017 4.002 -6.295 0.02 0.13 0.15 0.110
H 0.782 -0.530 -2.124 0.16 -0.30 0.09 0.390
H -0.079 3.323 2.649 -0.07 -0.01 -0.20 0.147
H 2.111 3.394 5.752 0.04 0.03 -0.12 0.337
H -2.491 1.107 -6.957 0.03 0.11 -0.03 0.318
H 1.248 -4.543 1.081 0.09 0.11 0.02 0.216
H -1.473 1.587 -3.305 0.09 -0.42 -0.25 -0.065
H 5.764 -4.574 3.166 0.08 -0.04 0.05 0.097
H 0.936 2.085 5.782 -0.03 -0.03 -0.12 0.276
H 3.884 -2.580 6.929 0.02 0.10 -0.06 0.262
H 4.573 -0.046 3.883 0.09 -0.12 0.10 0.393
H 7.012 -2.917 -1.629 0.02 0.06 0.10 0.286
H 2.402 -2.070 6.129 0.05 0.08 0.00 0.247
H -4.781 -4.235 -1.482 0.09 -0.13 0.02 0.335
H 0.991 1.524 -2.941 0.30 0.17 -0.10 0.360
H 5.899 -4.213 -1.198 -0.02 0.01 0.10 0.289
H 2.407 -2.358 7.868 -0.02 0.14 0.08 0.337
H -3.832 -2.819 -1.019 0.12 0.12 -0.15 0.210
H -1.612 2.994 -0.650 0.15 0.23 0.14 0.438
H -0.841 -0.201 -1.554 -0.19 -0.05 0.08 0.248
H -5.958 1.615 -2.686 0.03 0.12 -0.27 0.307
```
Forces are in eV/Å.

electronic energy: -48761.4205 eV
strongest force on any atom: 1.3 eV Å⁻¹
net charge: -1
2S+1: 1
HOMO energy: -4.86 eV